# 1
DFT (ωB97M-V/def2-TZVPD) results for a 2-piece molecular cluster, C3H5ClO2 overall at a distorted geometry.

Last column: Löwdin charge in e.
Positions of all 11 atoms, in Å:
C  2.47721  0.09964  -0.29318  -0.69
C  -0.60380  1.08556  -0.85182  -0.05
C  0.60386  0.22546  0.95000  -0.09
O  2.74142  0.28696  -1.42774  0.00
O  -0.36773  0.03562  0.10146  -0.17
Cl  3.62094  -0.39525  0.99343  0.51
H  -1.66156  1.24664  -1.14234  0.10
H  0.03519  0.90075  -1.70829  0.09
H  -0.33620  2.01267  -0.37110  0.08
H  0.73003  1.32965  1.32463  0.13
H  0.91544  -0.61064  1.60526  0.08

Atoms 1-3, force components in eV/Å:
-2.682 0.657 0.848
-0.152 0.447 0.338
3.354 2.037 -1.082

Properties
- orbital gap (eV) = 8.8
- net charge = 0
- DFT total energy (eV) = -19806.5353
- energy above the lowest of the compared OMol25 structures with the same formula, charge and spin (kJ/mol) = 318.1

# 2
DFT (ωB97M-V/def2-TZVPD) results for an isolated molecule of C3H5ClO2 at a distorted geometry.

Last column: Löwdin charge in e.
Positions of all 11 atoms, in Å:
C  -0.99621  -0.66546  -0.80370  -0.28
C  1.25399  0.59664  -0.11248  -0.06
C  -0.15962  0.12541  0.29683  -0.86
O  -1.66295  -1.59921  -0.46814  0.07
O  -0.21177  -0.52786  1.50907  -0.09
Cl  -1.33536  1.53016  0.37419  0.65
H  -0.77169  -0.28543  -1.79282  0.12
H  1.56609  0.44454  -1.17772  0.09
H  1.93147  -0.03127  0.58416  0.12
H  1.42581  1.64326  0.10537  0.06
H  -1.03976  -1.23078  1.48525  0.19

Atoms 1-3, force components in eV/Å:
2.006 0.146 1.926
0.879 -1.576 1.161
-1.182 -0.715 -0.643

Properties
- SMILES = C[C@@](O)(Cl)C=O
- orbital gap (eV) = 10.9
- net charge = 0
- DFT total energy (eV) = -19808.6187
- energy above the lowest of the compared OMol25 structures with the same formula, charge and spin (kJ/mol) = 117.1

# 3
DFT (ωB97M-V/def2-TZVPD) results for an isolated ion of composition C3H5ClO2P and charge -1 at a distorted geometry.

Last column: Löwdin charge in e.
Positions of all 12 atoms, in Å:
C  0.12990  1.64362  0.68016  -0.06
C  0.14075  0.33964  0.40685  -0.51
C  -0.94452  -0.49040  -0.17560  -0.31
O  1.41595  -1.71991  1.32057  -0.60
O  -1.39194  -0.10178  -1.49962  -0.09
P  1.78626  -0.45894  0.71528  0.29
Cl  2.07217  -1.00970  -1.36173  0.00
H  0.94949  2.20888  1.20563  0.05
H  -0.61205  2.30874  0.47542  0.00
H  -0.90468  -0.63334  -2.08407  0.02
H  -0.65794  -1.51197  -0.05353  0.07
H  -1.98339  -0.57484  0.37063  0.14

Atoms 1-3, force components in eV/Å:
2.092 -0.681 1.070
0.600 1.244 -0.006
-3.353 0.266 0.708

Properties
- SMILES = C=C(CO)P([O-])Cl
- orbital gap (eV) = 7.2
- net charge = -1
- DFT total energy (eV) = -29099.6251
- energy above the lowest of the compared OMol25 structures with the same formula, charge and spin (kJ/mol) = 207.4

# 4
DFT (ωB97M-V/def2-TZVPD) results for an isolated molecule of C3H5ClO2S at a distorted geometry.

Last column: Löwdin charge in e.
Positions of all 12 atoms, in Å:
C  -0.12346  -0.06064  -0.34244  -0.54
C  -1.27748  0.65637  0.40011  -0.51
C  1.17932  0.61503  -0.10984  -0.77
H  -1.03216  -1.71942  0.23872  0.18
H  -0.32382  0.07633  -1.40406  0.15
H  -1.09510  0.51951  1.43398  0.08
H  -1.20288  1.74680  0.26931  0.10
H  3.40603  0.19974  0.42097  -0.10
O  0.02898  -1.36428  0.08266  -0.19
O  1.30972  1.80652  -0.07102  0.04
S  2.40752  -0.60364  0.02994  0.94
Cl  -2.80307  -0.11572  -0.07165  0.62

Atoms 1-3, force components in eV/Å:
-1.397 1.177 0.168
1.480 0.482 -0.663
0.259 0.565 0.188

Properties
- SMILES = O=C(S)[C@@H](O)CCl
- orbital gap (eV) = 10.6
- net charge = 0
- DFT total energy (eV) = -30643.8496
- energy above the lowest of the compared OMol25 structures with the same formula, charge and spin (kJ/mol) = 36.4

# 5
DFT (ωB97M-V/def2-TZVPD) results for C3H5ClO4S as an isolated structure at a distorted geometry.

Last column: Löwdin charge in e.
Positions of all 14 atoms, in Å:
C  0.01390  0.45564  -1.25077  0.03
C  -0.56185  0.11348  -0.11153  -0.23
C  0.16324  -0.37577  1.08177  -0.22
O  0.56820  2.25774  1.48333  -0.55
O  -1.32621  1.20272  2.60674  -0.25
O  0.96632  0.74215  3.38239  -0.29
O  2.76048  0.99899  1.90666  -0.61
S  0.04355  0.93837  2.32319  0.58
Cl  2.26837  2.35459  1.58546  1.07
H  -0.55490  0.84773  -2.07616  0.06
H  1.07454  0.34628  -1.40437  0.07
H  -1.62757  0.23549  0.02864  0.11
H  1.22326  -0.55729  0.93259  0.10
H  -0.31884  -1.22815  1.55057  0.11

Atoms 1-3, force components in eV/Å:
-0.013 -0.139 0.052
-0.355 -0.066 -0.479
0.112 0.746 0.461

Properties
- orbital gap (eV) = 9.5
- net charge = 0
- DFT total energy (eV) = -34733.1615
- energy above the lowest of the compared OMol25 structures with the same formula, charge and spin (kJ/mol) = 469.6

# 6
DFT (ωB97M-V/def2-TZVPD) results for an isolated molecule of C3H5ClOS at a distorted geometry.

Last column: Löwdin charge in e.
Positions of all 11 atoms, in Å:
C  0.13071  0.87803  0.01133  -0.29
C  0.54595  -0.26200  0.88810  -0.15
C  1.12400  -1.24399  0.27453  0.01
O  -0.52398  0.57374  -1.20495  -0.62
S  -1.76327  -0.36229  -1.20495  0.55
Cl  -3.30413  1.05376  -0.98887  0.08
H  1.00168  1.42419  -0.30830  0.13
H  -0.50367  1.47001  0.61722  0.10
H  0.75752  -0.04473  1.89941  0.10
H  1.58796  -2.04977  0.75366  0.05
H  0.94722  -1.43696  -0.73718  0.05

Atoms 1-3, force components in eV/Å:
-0.459 0.191 1.012
1.002 1.303 -1.402
-0.268 -1.876 0.303

Properties
- SMILES = C=CCOSCl
- orbital gap (eV) = 9.1
- net charge = 0
- DFT total energy (eV) = -28595.0443
- energy above the lowest of the compared OMol25 structures with the same formula, charge and spin (kJ/mol) = 202.3

# 7
DFT (ωB97M-V/def2-TZVPD) results for an isolated molecule of C3H5ClS2 at a distorted geometry.

Last column: Löwdin charge in e.
Positions of all 11 atoms, in Å:
C  -1.17603  0.88618  -0.02573  -0.14
C  -0.08189  -0.01278  -0.69866  -0.78
C  1.12513  -0.41556  0.21272  -1.30
H  -0.77982  1.77000  0.49093  0.08
H  -1.88616  1.19487  -0.85149  0.09
H  -1.76225  0.40795  0.71840  0.04
H  0.32459  0.59260  -1.54446  0.08
H  1.87626  -1.50306  1.91834  -0.11
S  0.61977  -1.34072  1.51542  0.82
S  2.64067  -0.09950  -0.26012  0.68
Cl  -0.90028  -1.47997  -1.47536  0.54

Atoms 1-3, force components in eV/Å:
0.046 0.198 -1.556
-0.127 1.308 -0.189
-1.079 0.300 -2.398

Properties
- SMILES = C[C@H](Cl)C(=S)S
- orbital gap (eV) = 8.4
- net charge = 0
- DFT total energy (eV) = -37384.3880
- energy above the lowest of the compared OMol25 structures with the same formula, charge and spin (kJ/mol) = 25.4

# 8
DFT (ωB97M-V/def2-TZVPD) results for C3H5CrO4 as an isolated structure at a distorted geometry.

Last column: Löwdin spin population.
Positions of all 13 atoms, in Å:
O  -0.47835  0.59441  0.34400  0.05
C  -0.36470  1.90454  -0.14863  0.02
C  -1.08674  -0.47333  -0.30417  0.00
O  -1.33401  2.59795  -0.31889  0.00
O  0.83215  1.94517  -0.59996  0.07
C  -0.46254  -0.96521  -1.41376  0.01
H  -2.15606  -0.29251  -0.16370  0.00
H  0.53263  -1.46090  1.32139  0.00
H  -1.04218  -1.11961  -2.32335  0.00
H  0.47346  -1.51742  -1.34095  0.00
O  1.44310  -0.89506  1.64235  0.10
H  1.77144  -1.18938  2.49631  0.02
Cr  1.87181  0.87135  0.80935  4.71

Atoms 1-3, force components in eV/Å:
-0.069 -3.040 4.055
0.162 -0.331 -3.761
-0.586 3.595 -2.066

Properties
- orbital gap (spin up / spin down) (eV) = 6.5 / 8.7
- spin multiplicity = 6
- net charge = 0
- DFT total energy (eV) = -39799.1772
- energy above the lowest of the compared OMol25 structures with the same formula, charge and spin (kJ/mol) = 275.3

# 9
DFT (ωB97M-V/def2-TZVPD) results for C3H5CuLiO4 as an isolated structure at a distorted geometry.

Last column: Löwdin spin population.
Positions of all 14 atoms, in Å:
O  1.77632  2.31544  -1.19038  0.96
C  1.37109  0.69209  -0.08245  -0.02
O  2.17326  -0.19738  -0.82347  -0.01
O  1.81024  1.05360  1.09392  0.07
O  0.07373  0.18044  -0.25868  0.00
C  -0.66152  -0.27509  0.87787  0.00
C  -2.06796  -0.71960  0.43822  0.00
H  -0.15880  -1.12156  1.35332  0.00
H  -0.78193  0.51729  1.62122  0.00
H  -2.03401  -1.63417  -0.15394  0.00
H  -2.69431  -0.93205  1.30518  0.00
H  -2.56500  0.04727  -0.15667  0.00
Cu  3.21867  1.28492  -2.35726  0.00
Li  0.54022  -1.21120  -1.66688  0.00

Atoms 1-3, force components in eV/Å:
0.265 -0.718 -0.623
5.192 -2.755 4.197
-1.333 1.548 -1.106

Properties
- orbital gap (spin up / spin down) (eV) = 7.1 / 6.8
- spin multiplicity = 2
- net charge = 0
- DFT total energy (eV) = -56222.2862
- energy above the lowest of the compared OMol25 structures with the same formula, charge and spin (kJ/mol) = 365.3

# 10
DFT (ωB97M-V/def2-TZVPD) results for C3H5EuLiO4 as an isolated structure at a distorted geometry.

Last column: Löwdin spin population.
Positions of all 14 atoms, in Å:
Li  0.68082  -1.30052  1.85014  0.01
Eu  -0.64256  -1.50925  -0.95081  7.05
O  1.64875  -0.19763  -0.40981  -0.03
O  -0.20377  1.12035  -1.18686  -0.01
O  0.09788  0.80525  1.05208  0.00
C  -1.33260  0.63652  1.31016  0.00
C  -1.93683  -0.68126  0.84848  -0.02
C  0.62830  1.18183  -0.20266  0.00
H  -1.31657  0.69468  2.41079  0.00
H  -1.79938  1.52040  0.85330  0.00
H  -2.97427  -0.49105  0.52804  0.00
H  -1.98769  -1.37675  1.70908  0.00
O  1.33643  2.31767  0.07237  0.00
H  1.98835  2.42199  -0.63029  0.00

Atoms 1-3, force components in eV/Å:
0.440 1.768 -0.946
2.518 2.373 -1.870
-2.459 0.467 0.867

Properties
- orbital gap (spin up / spin down) (eV) = 5.6 / 5.6
- spin multiplicity = 8
- net charge = 0
- DFT total energy (eV) = -30911.8016

# 11
DFT (ωB97M-V/def2-TZVPD) results for an isolated molecule of C3H5F at a distorted geometry.

Last column: Löwdin charge in e.
Positions of all 9 atoms, in Å:
C  -1.49518  -0.24452  0.04263  0.00
C  0.11348  -0.11238  -0.12652  -0.43
C  1.16059  -0.84883  -0.04195  0.02
H  -1.85217  0.27343  0.93981  0.08
H  -1.83080  -1.19858  0.27112  0.02
H  -1.97762  0.02164  -0.97236  0.10
H  2.05877  -0.30509  0.52600  0.13
H  0.94453  -1.91414  -0.00785  0.06
F  0.44266  1.15079  -0.00019  0.02

Atoms 1-3, force components in eV/Å:
1.998 1.084 -2.584
-3.986 0.843 1.283
2.397 -2.133 2.122

Properties
- SMILES = C=C(C)F
- orbital gap (eV) = 10.7
- net charge = 0
- DFT total energy (eV) = -5907.5081
- energy above the lowest of the compared OMol25 structures with the same formula, charge and spin (kJ/mol) = 108.3

# 12
DFT (ωB97M-V/def2-TZVPD) results for an isolated molecule of C3H5F at a distorted geometry.

Last column: Löwdin charge in e.
Positions of all 9 atoms, in Å:
C  0.60717  0.51356  0.18142  -0.10
C  -0.87146  0.14470  0.35654  -0.04
C  0.00960  -0.61105  -0.58828  -0.34
F  0.53478  -1.80417  -0.22394  0.02
H  0.90194  1.42784  -0.19933  0.07
H  1.30145  0.26593  0.93357  0.09
H  -0.96182  -0.28628  1.32965  0.10
H  -1.55419  0.69835  -0.20356  0.08
H  0.03252  -0.34888  -1.58606  0.12

Atoms 1-3, force components in eV/Å:
-1.049 -0.440 0.364
2.613 -1.046 -0.163
1.458 1.324 2.360

Properties
- SMILES = FC1CC1
- orbital gap (eV) = 11.5
- net charge = 0
- DFT total energy (eV) = -5907.7890
- energy above the lowest of the compared OMol25 structures with the same formula, charge and spin (kJ/mol) = 81.2